(1)
67
Properties=species:S:1:pos:R:3 method="wB97M-V/def2-TZVPD" fmax_ha_per_bohr=0.0131 total_charge=+3 homo_lumo_gap_ev="5.14 / 5.14" lumo_ev="-11.7891 / -11.7896" e_above_lowest_kcal_mol=5.03
Pd 1.06172 0.69481 0.80846
C -2.77919 1.68146 4.04067
C -1.31480 1.70639 3.73577
C -0.59872 0.51480 3.59071
C 0.77551 0.51427 3.35220
C 1.45445 1.74787 3.22965
C 0.74224 2.93885 3.35737
C -0.62190 2.91525 3.61526
H -3.30007 2.51875 3.57665
H -2.93856 1.76483 5.11754
H -3.23769 0.75039 3.71022
H -1.11623 -0.42350 3.73981
H 1.34168 -0.40990 3.43347
H 2.53796 1.78105 3.18463
H 1.26350 3.88548 3.30991
H -1.14866 3.85025 3.75961
I -1.12990 2.07052 0.39272
C -1.78508 1.85011 -1.55876
C -2.31502 3.00415 -2.08878
C -2.90812 2.97783 -3.35960
C -2.94023 1.79928 -4.05210
C -2.37185 0.61417 -3.52574
C -2.45542 -0.57996 -4.27919
C -1.93395 -1.75373 -3.80887
C -1.25064 -1.75482 -2.59121
C -1.15091 -0.61158 -1.80013
P -0.20504 -0.98867 -0.33018
C 1.14965 -2.03333 -0.80376
C 1.19139 -3.40000 -0.47551
C 2.23476 -4.18172 -0.93862
C 3.24303 -3.61840 -1.70915
C 3.19800 -2.26910 -2.05474
C 2.15674 -1.48144 -1.60957
C -1.18163 -1.67191 0.96341
C -0.57800 -2.40416 2.00227
C -1.36976 -3.00932 2.95934
C -2.75194 -2.84948 2.91437
C -3.35063 -2.08259 1.91901
C -2.57270 -1.48500 0.94533
C -1.74457 0.61142 -2.24490
H -2.29401 3.93304 -1.53436
H -3.33439 3.88104 -3.77111
H -3.40783 1.75137 -5.02634
H -2.94666 -0.54695 -5.24262
H -2.01706 -2.66912 -4.37570
H -0.80773 -2.68665 -2.26652
H 0.39990 -3.86121 0.09380
H 2.25558 -5.23724 -0.70720
H 4.05919 -4.23641 -2.05781
H 3.97096 -1.84289 -2.67850
H 2.10617 -0.43997 -1.91600
H 0.49757 -2.50841 2.05302
H -0.91746 -3.60011 3.74358
H -3.36909 -3.32606 3.66406
H -4.42531 -1.96922 1.89671
H -3.04184 -0.91285 0.15479
Cl 0.91523 2.66501 -2.42993
C 2.36067 2.24722 -1.62677
C 2.37634 1.43077 -0.51380
C 3.55942 0.99226 0.03112
Cl 3.36985 -0.20966 1.29425
C 4.80301 1.41998 -0.41744
Cl 6.21938 0.83753 0.32206
C 4.81615 2.32339 -1.49456
Cl 6.29934 2.90928 -2.07104
C 3.60678 2.71383 -2.10356
Cl 3.64637 3.75871 -3.44772


(2)
82
Properties=species:S:1:pos:R:3 method="wB97M-V/def2-TZVPD" fmax_ha_per_bohr=0.0327 total_charge=-1 homo_lumo_gap_ev="5.04 / 4.93" lumo_ev="1.0544 / 1.0071" e_above_lowest_kcal_mol=0.00
Sc -0.23554 -0.42965 0.12193
C 5.37224 1.16998 -3.21513
C 5.08953 -0.00591 -3.92471
C 4.09465 -0.87366 -3.50340
C 3.38319 -0.52999 -2.36390
C 2.27151 -1.17298 -1.66522
N 1.81008 -2.35193 -2.01983
C 0.87593 -2.99591 -1.32627
C 0.30894 -4.26426 -1.77705
C 0.49439 -5.01809 -2.92775
C -0.27179 -6.16326 -3.07286
C -1.20310 -6.54039 -2.09384
C -1.38962 -5.77880 -0.95128
C -0.61686 -4.63498 -0.80923
C -0.59561 -3.57465 0.19589
N -1.41690 -3.56966 1.23194
C -1.49814 -2.55129 2.07004
N -0.79638 -1.38860 2.03843
C -1.16504 -0.62790 3.11122
N -0.65637 0.52373 3.49663
C 0.32116 1.13764 2.84534
N 0.91603 0.76158 1.67603
C 1.91521 1.63290 1.40564
N 2.74906 1.62096 0.36656
C 2.70547 0.68345 -0.55312
N 1.86846 -0.39156 -0.62203
C 3.65971 0.63521 -1.66233
C 4.66274 1.50241 -2.07100
C 1.97567 2.65273 2.44589
C 2.80371 3.75353 2.63731
C 2.58051 4.54053 3.75476
C 1.55664 4.23074 4.66483
C 0.74157 3.12754 4.47756
C 0.96291 2.34255 3.35176
C -2.19233 -1.33381 3.87167
C -2.91914 -0.99324 5.00501
C -3.85992 -1.90122 5.46236
C -4.06564 -3.12485 4.80658
C -3.33529 -3.46256 3.67949
C -2.39948 -2.54544 3.21899
N 0.33532 -2.63892 -0.13590
H 6.15602 1.82804 -3.57170
H 5.65696 -0.23422 -4.81960
H 3.86202 -1.78147 -4.04682
H 1.20528 -4.70746 -3.68434
H -0.16391 -6.77105 -3.96354
H -1.79431 -7.43666 -2.24459
H -2.11715 -6.05294 -0.19636
H 4.87378 2.40626 -1.51164
H 3.59448 3.97789 1.93100
H 3.20384 5.40878 3.93376
H 1.40461 4.86922 5.52762
H -0.05156 2.88288 5.17377
H -2.75438 -0.04530 5.50193
H -4.45324 -1.66364 6.33731
H -4.81213 -3.81157 5.18913
H -3.48573 -4.40405 3.16368
C 0.10659 5.52015 -2.25873
C -0.01838 4.25823 -3.02937
N -0.29982 4.15663 -4.28599
N -0.33709 2.79641 -4.49364
C -0.09733 2.05191 -3.39899
S -0.10272 0.39751 -3.24785
N 0.13599 3.01186 -2.45680
N 0.36115 2.71053 -1.10877
H -0.06230 6.35942 -2.92939
H 1.09721 5.61439 -1.81173
H -0.63602 5.54035 -1.45925
H -0.65583 2.42636 -5.36934
H -0.50497 2.91781 -0.59220
H 1.12500 3.27258 -0.75565
O -4.04843 1.59955 0.68109
P -2.71467 1.72653 -0.17350
O -2.43123 3.13265 -0.51796
O -1.59902 0.95982 0.53988
O -3.04576 0.87058 -1.51320
P -3.02456 -0.75379 -1.56138
O -4.06423 -1.10500 -0.34358
O -3.55856 -1.26447 -2.82556
O -1.66863 -1.19877 -1.03709
H -4.31145 0.66151 0.72865
H -4.80700 -1.57941 -0.74031


(3)
72
Properties=species:S:1:pos:R:3 method="wB97M-V/def2-TZVPD" fmax_ha_per_bohr=0.0288 total_charge=-1 homo_lumo_gap_ev=7.85 lumo_ev=2.5650 e_above_lowest_kcal_mol=6.16
Be 0.99238 0.56088 -1.02420
Cl 5.69586 2.07293 4.11938
C 4.67462 1.75693 2.75879
C 3.39163 1.27946 2.96641
C 2.57683 1.07302 1.87106
Cl 0.97981 0.47297 2.08364
C 2.98165 1.34918 0.55109
O 2.18924 1.25834 -0.45741
C 4.30942 1.79826 0.40997
Cl 4.86689 2.10796 -1.18090
C 5.15104 2.00406 1.48320
H 3.02371 1.08190 3.96011
H 6.15349 2.36193 1.31350
O -0.28878 2.00456 -4.19870
C -0.25128 1.76721 -3.00716
O 0.55397 0.97299 -2.42429
C -1.27083 2.45711 -2.06910
P -0.85497 2.11715 -0.30983
C -2.33833 2.98817 0.35558
C -2.40628 4.37282 0.47237
C -3.56816 4.98038 0.90968
C -4.67603 4.21398 1.23262
C -4.61884 2.83569 1.10938
C -3.45471 2.22579 0.67712
C 0.39711 3.38779 0.07630
C 1.24324 3.96185 -0.86420
C 2.30338 4.74822 -0.44968
C 2.53673 4.96019 0.89831
C 1.67629 4.42102 1.83989
C 0.61574 3.63858 1.43002
H -2.24977 2.00487 -2.26420
H -1.34885 3.52828 -2.28572
H -1.54754 4.97778 0.21567
H -3.61128 6.05799 0.99486
H -5.58148 4.69357 1.57766
H -5.48675 2.23986 1.35479
H -3.40007 1.15083 0.57515
H 1.09671 3.76856 -1.91675
H 2.96842 5.17683 -1.18456
H 3.39163 5.53864 1.21531
H 1.85050 4.58863 2.89293
H -0.05052 3.19318 2.15784
O 2.99454 -1.59157 -0.47112
C 1.82752 -1.90193 -0.53798
N 1.37183 -3.18762 -0.52118
C -0.06182 -3.27134 -0.56905
C -0.39976 -1.74473 -0.60360
O -1.52122 -1.28124 -0.61345
N 0.74677 -1.05762 -0.62133
C -0.62837 -3.98465 0.64817
C -1.92016 -3.74873 1.10130
C -2.40840 -4.41613 2.21205
C -1.62112 -5.33321 2.88702
C -0.33844 -5.58489 2.43404
C 0.14936 -4.91858 1.32453
C -0.57712 -3.95922 -1.82443
C 0.22224 -4.86516 -2.51068
C -0.23922 -5.49088 -3.65506
C -1.50942 -5.22332 -4.13197
C -2.31375 -4.32700 -3.45041
C -1.85499 -3.70177 -2.30494
H 2.00137 -3.96884 -0.52620
H -2.53541 -3.01931 0.60117
H -3.41320 -4.21722 2.55795
H -2.00067 -5.84631 3.76042
H 0.28789 -6.30383 2.94537
H 1.15346 -5.13357 0.99486
H 1.21955 -5.08678 -2.16370
H 0.40048 -6.18907 -4.17653
H -1.86478 -5.70517 -5.03205
H -3.30524 -4.10837 -3.81900
H -2.47776 -2.98229 -1.80015


no.,calculated total energy (eV)
1,-120137.7779
2,-119030.2089
3,-97185.3790